(1)
11
Properties=species:S:1:pos:R:3:forces:R:3:mulliken_charge:R:1 method="wB97M-V/def2-TZVPD" e_above_lowest_kj_mol=385.64 smiles="N=C=NC=S.C#C" total_charge=0 homo_lumo_gap_ev=8.770
N 2.103 1.685 -1.278 0.77 0.07 0.20 -0.3636
C 0.992 2.026 -1.052 -1.43 0.39 0.52 0.4619
N -0.077 2.365 -0.531 1.18 -0.93 -0.60 -0.3541
C -1.163 3.004 -1.036 1.22 0.20 -0.07 -0.0872
S -1.485 3.370 -2.570 -0.23 -0.09 -0.23 -0.2817
H 2.535 1.370 -2.111 0.30 -0.33 -0.52 0.2851
H -1.662 3.322 -0.172 -1.79 0.69 0.70 0.3654
C -0.039 -1.133 0.604 2.36 3.94 -0.09 -0.6474
C -0.671 -2.103 0.693 -1.54 -3.14 -0.27 -0.2118
H 0.534 -0.234 0.548 -0.16 -0.10 0.10 0.4399
H -1.059 -3.059 0.532 -0.67 -0.70 0.28 0.3937

=====

(2)
66
Properties=species:S:1:pos:R:3:forces:R:3:mulliken_charge:R:1 method="wB97M-V/def2-TZVPD" total_charge=0 homo_lumo_gap_ev=4.713
C 0.210 -2.604 1.537 -0.06 -0.23 0.06 -1.0265
C -0.955 -2.209 0.628 -0.06 -0.02 1.07 -0.2846
O -0.791 -0.864 0.187 0.14 -0.26 -0.38 -0.0658
C -0.559 -0.732 -1.209 -0.10 0.43 -0.02 -1.0607
Si 0.433 0.862 -1.439 -0.75 -1.02 0.46 0.1511
N 1.132 0.872 -3.076 -1.02 -0.41 -0.24 -0.2663
C 0.313 0.508 -3.909 0.75 0.46 0.53 0.3613
S -0.779 0.059 -4.931 0.15 -0.01 -0.10 -0.3174
O 1.622 0.819 -0.275 0.12 0.88 -1.33 -0.0109
Si 2.729 2.063 -0.318 -0.74 -0.22 1.99 0.6375
C 2.862 2.774 1.424 -0.18 -0.52 -0.36 -0.9977
C 1.920 2.092 2.449 0.18 0.63 0.85 -0.6801
C 0.589 2.852 2.670 -0.27 -0.88 -0.61 -0.8392
C -0.646 2.033 2.258 0.00 0.20 0.28 0.4682
N -1.192 1.252 3.383 0.14 0.11 -0.42 -0.7086
C -0.768 2.285 -1.275 0.76 0.94 0.00 0.7340
C -0.402 3.636 -1.356 0.20 -1.24 0.05 0.0453
C -1.400 4.571 -1.255 0.66 1.81 -0.21 -0.5485
N -2.692 4.358 -1.089 -0.53 -0.16 0.19 -0.6402
C -3.041 3.085 -0.975 0.04 0.08 -0.07 -0.4187
C -2.115 2.076 -1.067 -0.28 -1.83 0.08 -0.1152
H 0.307 -3.693 1.582 0.06 0.04 -0.07 0.2901
H 0.019 -2.269 2.558 0.04 0.16 -0.07 0.2521
H 1.160 -2.180 1.208 -0.07 -0.04 -0.14 0.3295
H -1.858 -2.251 1.255 0.10 0.00 -0.44 0.1707
H -1.071 -2.907 -0.206 0.06 0.19 -0.15 0.4242
H -0.049 -1.589 -1.669 0.12 -0.02 0.25 0.5948
H -1.535 -0.656 -1.709 0.14 -0.06 -0.27 0.4351
H 4.065 1.470 -0.647 0.06 -0.19 0.02 -0.2672
H 2.466 3.064 -1.366 0.06 -0.27 -0.23 -0.3457
H 3.896 2.630 1.749 0.01 0.23 -0.07 0.4404
H 2.642 3.843 1.385 0.23 0.02 0.04 0.5075
H 2.448 2.123 3.407 0.09 -0.15 -0.08 0.4322
H 1.737 1.035 2.252 -0.03 0.06 -0.19 0.3239
H 0.479 3.094 3.729 0.06 0.30 -0.09 0.4043
H 0.587 3.764 2.071 0.07 0.14 0.24 0.4033
H -0.366 1.312 1.487 -0.10 0.10 -0.07 -0.4260
H -1.401 2.712 1.839 0.06 -0.03 -0.06 0.2079
H -1.353 1.855 4.182 -0.08 0.05 -0.06 0.2435
H -2.098 0.922 3.069 0.00 -0.29 0.33 0.2280
H 0.630 3.927 -1.494 -0.08 0.33 -0.15 0.1885
H -1.095 5.613 -1.340 -0.17 0.00 0.03 0.4093
H -4.078 2.815 -0.816 -0.10 0.31 0.00 0.3675
H -2.467 1.056 -0.964 -0.12 0.05 0.05 0.1604
F 2.313 -1.099 -6.973 0.61 0.18 -0.61 -0.3134
P 3.516 -0.475 -6.075 -4.35 -5.27 1.71 1.0839
F 4.539 -1.190 -7.080 0.44 0.79 0.57 -0.2511
F 4.029 0.060 -4.638 1.56 0.74 -0.99 -0.2268
F 3.455 -1.865 -5.241 -0.54 0.22 -0.15 -0.3063
F 2.474 0.747 -5.992 0.83 0.35 -0.03 -0.2199
F 4.637 0.877 -6.629 1.78 3.39 -0.62 0.0097
C -3.625 -3.711 3.586 -0.12 0.14 0.07 0.0721
O -3.037 -2.754 3.119 0.02 -0.13 0.01 -0.5638
N -3.220 -4.991 3.488 -0.11 -0.10 0.07 0.1238
C -3.972 -6.085 4.069 0.25 0.02 -0.15 -0.9422
C -1.988 -5.280 2.775 -0.06 0.23 0.03 -0.7666
H -4.570 -3.598 4.145 0.00 -0.04 0.01 0.2477
H -3.354 -6.610 4.800 -0.10 -0.07 0.03 0.3331
H -4.270 -6.785 3.286 -0.06 -0.07 0.09 0.3327
H -4.865 -5.710 4.566 0.02 0.05 -0.02 0.2949
H -1.158 -4.756 3.251 0.05 -0.03 -0.07 0.2601
H -2.068 -4.930 1.745 0.09 -0.04 -0.01 0.2161
H -1.796 -6.350 2.783 -0.06 -0.01 0.03 0.3835
Al 4.850 2.453 -2.311 -0.30 1.39 -0.91 0.4508
Cl 5.365 1.495 -8.014 -0.30 -0.35 0.15 0.2208
Cl 3.208 5.078 -2.584 0.81 -1.09 0.14 -0.6307

=====

(3)
9
Properties=species:S:1:pos:R:3:forces:R:3:mulliken_charge:R:1 method="wB97M-V/def2-TZVPD" e_above_lowest_kj_mol=255.80 total_charge=0 homo_lumo_gap_ev="7.548 / 7.547"
C -0.404 0.434 0.010 -4.46 0.99 0.04 0.1831
C 0.694 -0.038 0.023 0.86 -0.18 -0.08 -0.2361
C -2.735 0.904 0.010 2.33 0.84 -0.06 0.3206
C 2.067 -0.513 -0.005 -0.07 -0.10 -0.01 -1.0767
O -3.081 2.010 -0.003 0.65 -1.43 0.04 -0.2528
I -3.768 -0.892 0.006 0.20 0.03 0.01 0.2527
H 2.465 -0.535 1.007 0.18 -0.08 0.01 0.2681
H 2.676 0.148 -0.619 0.11 -0.06 0.02 0.2736
H 2.087 -1.518 -0.428 0.21 -0.02 0.04 0.2674